{"formula": "C2H2Cl2O2", "method": "ωB97M-V with the def2-TZVPD basis set", "spin_multiplicity": 1, "e_homo_ev": -10.92, "smiles": "ClCCl.O=C=O", "charge": 0, "orbital_gap_ev": 11.47, "e_tot_ha": -1148.28966, "species": ["C", "C", "O", "O", "Cl", "Cl", "H", "H"], "positions_angstrom": [[-2.821, 2.172, -1.557], [-0.102, -0.431, 0.066], [-3.602, 1.583, -2.152], [-2.038, 2.873, -1.101], [-0.990, -0.535, -1.459], [-1.080, -1.456, 1.177], [-0.137, 0.567, 0.284], [0.771, -0.897, -0.046]], "atomic_forces_ev_per_a": [[-0.042, 0.552, -0.987], [-4.592, -1.555, -0.452], [-1.181, -1.224, -0.317], [1.213, 0.649, 1.300], [0.144, 0.160, -0.947], [0.530, 0.525, 0.498], [0.318, 2.264, 1.225], [3.610, -1.370, -0.321]], "nbo_charge": [1.025, -0.324, -0.506, -0.521, -0.049, -0.051, 0.218, 0.207]}